Record 1
Computed, not measured: a 14-piece molecular cluster, C42H101FO15 overall at a distorted geometry, with ωB97M-V with the def2-TZVPD basis set.

Each line ends with the Löwdin charge.
CARTESIAN COORDINATES (ANGSTROEM)
F  5.693  -4.239  1.968  -0.086
O  -4.716  -4.388  -2.345  -0.142
O  7.026  -1.949  -2.580  -0.132
O  5.352  1.374  0.699  -0.133
O  3.053  -3.744  -0.118  -0.003
O  3.563  -4.074  -5.905  -0.131
O  -12.940  0.107  0.729  -0.137
O  3.187  0.109  -9.012  -0.128
O  5.861  1.462  -5.400  -0.130
O  -3.790  -3.537  6.133  -0.134
O  2.500  -1.557  -0.252  0.131
O  -9.780  2.425  2.791  -0.130
O  -2.210  -2.257  3.702  -0.132
O  -8.703  5.163  4.030  -0.135
O  4.918  -8.801  1.336  -0.135
O  9.836  1.309  0.091  -0.133
C  -1.911  5.644  2.671  -0.218
C  -9.340  6.223  4.729  -0.164
C  1.786  3.572  -1.601  -0.227
C  10.659  1.768  -0.977  -0.152
C  8.018  -2.579  -3.383  -0.146
C  0.669  -4.073  0.192  -0.189
C  -0.204  3.668  0.060  -0.195
C  4.872  1.286  -6.414  -0.147
C  -2.109  4.602  1.555  -0.205
C  -13.811  -0.665  1.551  -0.152
C  -3.124  -1.167  3.853  -0.138
C  -10.734  2.234  1.744  -0.142
C  -5.745  -4.632  -3.300  -0.149
C  2.691  -2.606  -0.839  -0.419
C  -5.084  6.839  6.974  -0.100
C  -4.924  5.967  3.237  -0.198
C  2.613  -2.790  -2.326  -0.086
C  -1.444  -2.923  0.126  -0.069
C  3.107  1.706  -2.770  -0.185
C  4.968  -5.387  1.590  -0.188
C  3.615  -5.411  2.316  -0.148
C  -1.203  4.821  0.317  -0.194
C  2.043  -4.152  0.834  -0.264
C  -5.536  6.008  5.720  -0.227
C  1.231  4.151  -0.293  -0.199
C  -2.663  6.965  2.455  -0.209
C  6.692  1.673  0.313  -0.159
C  2.414  -5.542  1.348  -0.118
C  2.608  2.295  -1.422  -0.198
C  4.275  -0.266  -9.849  -0.167
C  -1.860  -3.732  -0.916  -0.074
C  0.251  -4.876  -0.844  -0.034
C  -0.197  -3.113  0.656  -0.043
C  -5.260  6.864  4.463  -0.220
C  5.834  -9.370  0.406  -0.154
C  -1.000  -4.689  -1.371  -0.088
C  -4.168  6.823  2.188  -0.219
C  -2.872  -3.623  7.215  -0.160
C  3.852  -2.158  -3.022  -0.167
C  2.829  0.198  -2.929  -0.208
C  4.658  -4.442  -6.738  -0.152
C  4.059  -0.668  -2.665  -0.209
H  5.058  -9.237  2.181  0.076
H  2.466  4.327  -2.021  0.110
H  4.931  -0.291  -3.206  0.092
H  7.922  -2.201  -4.399  0.074
H  -0.841  5.889  2.709  0.109
H  -0.693  5.781  0.428  0.096
H  -6.102  7.510  4.199  0.108
H  -2.843  -3.560  -1.352  0.090
H  -3.443  -1.133  4.891  0.073
H  10.377  1.286  0.884  0.075
H  3.517  2.586  -0.888  0.096
H  3.780  -2.256  -4.106  0.096
H  -13.920  -0.152  2.504  0.077
H  2.560  0.026  -3.985  0.104
H  -11.534  1.573  2.074  0.054
H  9.019  -2.346  -3.009  0.076
H  2.609  -3.844  -2.613  0.111
H  -9.416  1.563  3.010  0.076
H  -6.487  -5.324  -2.893  0.076
H  3.556  -4.471  2.873  0.115
H  2.070  -3.461  1.683  0.144
H  0.126  -2.468  1.470  0.123
H  4.178  1.875  -2.904  0.103
H  -4.599  7.830  2.251  0.106
H  2.735  -0.698  -8.750  0.075
H  -2.144  5.191  3.639  0.099
H  -10.246  1.806  0.865  0.079
H  10.054  1.798  -1.880  0.078
H  -14.794  -0.761  1.084  0.075
H  5.686  -8.884  -0.555  0.077
H  -2.637  -0.224  3.596  0.079
H  -4.302  -5.234  -2.153  0.070
H  -2.286  -2.703  7.294  0.076
H  7.875  -3.663  -3.389  0.076
H  0.924  -5.626  -1.246  0.125
H  1.145  5.234  -0.448  0.093
H  3.118  -4.884  -5.639  0.074
H  -3.274  -3.415  5.329  0.036
H  1.587  -6.050  1.842  0.126
H  -13.392  -1.659  1.726  0.076
H  2.588  2.217  -3.590  0.101
H  -1.875  3.620  1.982  0.097
H  -4.398  6.448  1.186  0.100
H  -0.602  2.987  -0.695  0.106
H  3.912  -0.784  -10.740  0.075
H  -12.851  -0.354  -0.109  0.076
H  -4.153  6.392  7.331  0.063
H  -5.840  6.780  7.758  0.059
H  -6.227  -3.685  -3.528  0.079
H  4.314  -0.577  -1.602  0.102
H  6.195  0.589  -5.176  0.059
H  4.850  -5.305  0.510  0.106
H  11.035  2.772  -0.766  0.076
H  4.970  -0.915  -9.307  0.069
H  -2.082  -2.132  0.505  0.107
H  -1.939  -2.274  2.780  0.036
H  5.293  0.422  0.823  0.068
H  -4.921  5.113  5.636  0.095
H  -9.562  5.917  5.755  0.077
H  11.501  1.087  -1.132  0.074
H  -8.664  7.076  4.746  0.067
H  6.773  2.747  0.166  0.080
H  7.391  1.364  1.091  0.063
H  7.128  -2.293  -1.687  0.083
H  -2.190  7.547  1.658  0.107
H  5.358  -5.079  -6.191  0.076
H  4.303  -4.970  -7.627  0.075
H  -1.862  4.870  -0.556  0.105
H  4.797  0.639  -10.151  0.079
H  -0.109  3.081  0.981  0.097
H  -10.266  6.508  4.221  0.075
H  4.474  2.260  -6.686  0.085
H  -5.873  5.661  2.790  0.107
H  -5.324  -5.049  -4.218  0.077
H  4.061  0.656  -6.038  0.069
H  -4.868  7.863  6.676  0.057
H  -3.999  -1.313  3.215  0.083
H  5.324  0.823  -7.293  0.062
H  1.699  -2.363  -2.746  0.127
H  1.013  3.435  -2.367  0.109
H  6.864  -9.206  0.734  0.077
H  -4.385  7.509  4.599  0.091
H  5.170  -3.533  -7.044  0.073
H  -9.307  4.411  4.015  0.048
H  -3.171  4.569  1.295  0.096
H  5.588  -6.234  1.880  0.100
H  -2.541  7.554  3.373  0.100
H  1.957  -0.109  -2.348  0.098
H  -11.153  3.203  1.484  0.083
H  3.639  -6.214  3.056  0.105
H  -4.327  5.107  3.541  0.092
H  2.746  -6.141  0.493  0.119
H  -3.441  -3.761  8.131  0.075
H  5.652  -10.442  0.297  0.075
H  1.929  4.029  0.538  0.112
H  4.722  -2.716  -2.669  0.094
H  -6.594  5.759  5.797  0.083
H  -2.199  -4.474  7.081  0.076
H  6.938  1.163  -0.622  0.072
H  -1.301  -5.332  -2.194  0.107
H  2.098  1.507  -0.860  0.111

**E_LUMO**: 0.3 eV
**HOMO**: -9.420 eV

=====

Record 2
Computed, not measured: a 14-piece molecular cluster, C42H112O42S14 overall at a distorted geometry, with ωB97M-V with the def2-TZVPD basis set.

Each line ends with the Löwdin charge.
CARTESIAN COORDINATES (ANGSTROEM)
S  -0.747  6.949  1.463  0.663
S  2.671  6.261  -2.758  0.600
S  1.168  -1.180  5.448  0.630
S  -1.319  -0.006  -5.219  0.604
S  -4.178  2.507  3.402  0.633
S  -1.522  -0.619  0.083  0.594
S  5.200  -1.807  2.448  0.609
S  1.062  -7.115  0.086  0.600
S  -4.622  4.388  -0.960  0.638
S  -1.935  -5.370  3.417  0.638
S  2.091  2.858  1.856  0.639
S  5.371  -4.489  -1.549  0.618
S  -7.546  -0.611  -0.459  0.614
S  5.380  -1.719  -7.802  0.608
O  -0.425  -1.477  5.673  -0.274
O  6.662  -1.082  -7.625  -0.284
O  0.742  3.048  2.356  -0.291
O  5.287  -0.426  2.087  -0.277
O  1.325  0.059  4.729  -0.285
O  -4.696  5.368  -2.027  -0.280
O  -5.955  -0.883  -0.191  -0.265
O  -3.008  -4.489  4.314  -0.270
O  -3.746  3.243  -1.060  -0.298
O  1.805  -1.420  6.705  -0.258
O  6.119  -4.809  -2.963  -0.254
O  2.382  -7.164  0.662  -0.282
O  5.311  -3.105  -8.174  -0.279
O  1.128  -5.975  -1.061  -0.286
O  -0.794  1.309  -4.924  -0.292
O  4.503  -1.527  -6.448  -0.281
O  -1.516  8.037  0.890  -0.286
O  -0.424  -1.133  -5.102  -0.299
O  -7.558  0.507  -1.355  -0.290
O  -4.169  3.927  4.192  -0.273
O  -0.631  -5.046  3.951  -0.273
O  -5.264  2.528  2.460  -0.287
O  4.338  -3.525  -1.791  -0.276
O  2.003  7.177  -3.653  -0.265
O  2.228  6.007  -1.420  -0.288
O  0.793  7.500  1.516  -0.271
O  -2.382  -6.731  3.307  -0.277
O  6.400  -4.226  -0.589  -0.270
O  -2.401  -1.384  -0.755  -0.263
O  -1.648  -0.620  1.522  -0.283
O  4.372  -2.525  1.275  -0.255
O  3.196  3.070  3.043  -0.247
O  2.570  3.512  0.658  -0.287
O  -8.162  -1.866  -0.779  -0.274
O  -1.026  6.469  2.812  -0.316
O  4.684  -2.121  3.755  -0.283
O  2.740  4.871  -3.530  -0.261
O  -2.625  -0.340  -4.318  -0.252
O  -0.065  -6.846  0.937  -0.273
O  0.018  -0.949  -0.252  -0.272
O  -4.048  1.430  4.361  -0.292
O  -4.192  5.229  0.376  -0.265
C  0.855  -8.613  -0.889  -0.090
C  -3.151  4.132  5.193  -0.256
C  -5.600  -2.020  0.614  -0.269
C  5.301  4.113  2.429  -0.068
C  -4.890  6.369  0.814  -0.295
C  -8.039  -0.028  1.198  -0.074
C  2.902  3.620  -2.810  -0.230
C  -2.724  -1.318  5.371  -0.066
C  -4.383  -4.833  4.185  -0.308
C  2.178  1.037  1.685  -0.080
C  -0.518  5.491  0.349  -0.077
C  2.223  -3.376  0.922  -0.050
C  6.804  -2.622  2.208  -0.104
C  -2.567  2.662  2.541  -0.081
C  4.376  -0.677  -8.902  -0.102
C  1.408  -2.618  4.391  -0.102
C  -0.120  -5.491  -1.618  -0.246
C  4.704  -6.145  -1.170  -0.094
C  0.296  -1.383  -1.599  -0.238
C  -4.541  0.589  -3.147  -0.056
C  -5.063  -4.673  5.521  -0.055
C  1.543  3.062  -2.464  -0.062
C  3.422  -0.250  -4.806  -0.052
C  3.570  -3.670  1.605  -0.226
C  -5.215  6.399  2.305  -0.046
C  4.559  2.804  2.654  -0.264
C  4.420  6.669  -2.717  -0.110
C  -3.668  0.662  -4.349  -0.271
C  1.783  -1.403  -1.810  -0.051
C  6.146  -5.022  -5.321  -0.069
C  3.006  6.995  1.809  -0.050
C  4.654  -0.335  -5.672  -0.259
C  -1.523  1.081  -0.445  -0.101
C  1.631  6.770  2.434  -0.248
C  -3.603  5.276  6.087  -0.059
C  0.237  -5.026  -3.035  -0.044
C  -1.378  -0.911  4.773  -0.254
C  -6.266  3.787  -0.544  -0.095
C  -2.248  -4.528  1.848  -0.090
C  5.289  -5.124  -4.088  -0.274
C  -4.801  -1.505  1.798  -0.066
C  -2.042  -0.101  -6.891  -0.101
H  -4.297  4.902  6.842  0.079
H  -1.198  -0.367  -7.524  0.066
H  -3.286  1.688  -4.395  0.122
H  -5.436  -1.162  2.617  0.078
H  1.736  -8.703  -1.517  0.072
H  -2.561  1.875  1.796  0.029
H  2.153  -0.431  -2.160  0.071
H  -3.572  -1.115  4.724  0.059
H  1.519  5.684  2.444  0.088
H  -1.722  2.568  3.216  0.067
H  1.599  2.291  -1.691  0.068
H  -0.441  -4.647  -1.007  0.100
H  -2.718  5.641  6.610  0.085
H  4.962  5.974  -2.082  0.067
H  6.745  -3.708  2.176  0.069
H  -2.555  1.417  -0.533  0.042
H  -7.620  0.961  1.360  0.061
H  -0.068  -8.480  -1.447  0.067
H  4.810  0.518  -6.334  0.114
H  4.788  6.619  -3.741  0.069
H  4.631  0.344  -8.636  0.061
H  3.379  -1.090  -4.112  0.061
H  -3.994  -2.154  2.129  0.056
H  -6.120  3.020  0.216  0.042
H  -4.124  6.103  5.607  0.075
H  -2.847  -0.859  6.357  0.086
H  3.480  -3.937  2.656  0.113
H  -9.125  -0.015  1.184  0.073
H  1.194  0.717  1.364  0.047
H  -2.786  -0.887  -6.806  0.071
H  4.628  2.208  1.744  0.098
H  3.009  6.835  0.734  0.060
H  -5.823  5.524  2.550  0.072
H  -0.520  -4.318  -3.375  0.083
H  -3.057  3.279  5.865  0.119
H  -5.296  -0.197  -3.103  0.081
H  0.974  -3.419  4.982  0.060
H  -4.293  -0.589  1.489  0.067
H  -7.556  -0.750  1.851  0.050
H  -4.346  6.371  2.959  0.066
H  2.160  -2.125  -2.529  0.066
H  3.391  7.992  2.033  0.081
H  6.370  3.941  2.279  0.084
H  4.954  2.202  3.472  0.128
H  3.752  6.297  2.190  0.044
H  3.415  3.838  -1.869  0.099
H  -2.207  4.366  4.702  0.113
H  -6.799  4.570  -0.004  0.068
H  1.180  -4.480  -3.030  0.072
H  1.449  -4.079  1.245  0.081
H  2.352  -1.444  -0.882  0.066
H  -4.527  -5.355  6.187  0.089
H  0.944  2.697  -3.299  0.070
H  -1.007  1.626  0.344  0.056
H  4.747  -0.876  -9.907  0.070
H  -2.014  -3.475  1.980  0.056
H  2.379  -3.412  -0.150  0.050
H  -0.185  -2.364  -1.644  0.099
H  6.902  -5.803  -5.436  0.082
H  5.485  -5.140  -6.186  0.078
H  -6.802  3.437  -1.419  0.073
H  3.329  -0.949  -8.827  0.072
H  -4.987  -2.682  0.001  0.117
H  0.838  -9.399  -0.137  0.078
H  4.559  7.704  -2.408  0.073
H  -1.354  0.176  4.838  0.112
H  -4.950  -3.636  5.840  0.074
H  -4.172  0.621  -5.321  0.117
H  -5.795  7.300  2.501  0.085
H  3.303  0.648  -4.201  0.067
H  5.052  4.468  1.424  0.066
H  -0.874  5.771  -0.640  0.075
H  5.498  -6.869  -1.328  0.082
H  3.767  -6.266  -1.701  0.055
H  -6.405  -2.662  0.979  0.117
H  4.802  -6.098  -4.000  0.119
H  2.501  -2.639  4.390  0.040
H  7.107  -2.314  1.208  0.061
H  0.315  -5.877  -3.709  0.079
H  -0.934  -6.216  -1.599  0.119
H  -1.654  -5.037  1.093  0.037
H  3.566  2.976  -3.380  0.110
H  -5.078  1.531  -3.029  0.082
H  5.514  -0.489  -5.016  0.126
H  -4.546  -5.856  3.831  0.114
H  -2.714  -2.356  5.716  0.062
H  1.804  -2.425  1.255  0.069
H  -4.805  -4.205  3.391  0.103
H  -0.210  -0.805  -2.374  0.100
H  3.029  0.852  1.033  0.057
H  4.506  -4.363  -4.167  0.113
H  1.407  7.168  3.421  0.123
H  -2.462  0.827  -7.270  0.072
H  -3.309  -4.699  1.678  0.065
H  6.687  -4.103  -5.542  0.082
H  7.544  -2.312  2.941  0.071
H  4.564  -6.107  -0.092  0.040
H  3.967  -4.582  1.156  0.090
H  2.435  0.615  2.656  0.053
H  -5.755  6.679  0.216  0.121
H  -4.233  7.217  0.580  0.116
H  2.499  -0.329  -5.387  0.083
H  -6.105  -4.972  5.610  0.081
H  0.898  -2.571  3.435  0.059
H  -1.006  4.619  0.771  0.039
H  -2.595  3.623  2.029  0.057
H  5.066  4.869  3.170  0.076
H  -3.940  0.451  -2.246  0.067
H  0.960  3.851  -1.985  0.069
H  -1.252  -1.293  3.761  0.090
H  0.542  5.256  0.257  0.027
H  -1.019  1.257  -1.394  0.078

**E_LUMO**: -0.1 eV
**Energy relative to the best compared isomer or geometry (same formula, charge and spin)**: 69.59 kJ/mol
**HOMO**: -10.469 eV